--- a ---
{"formula": "C3H5NO2S", "method": "ωB97M-V with the def2-TZVPD basis set", "lumo_ev": -0.232, "homo_lumo_gap_ev": 8.53, "species": ["C", "C", "C", "H", "H", "H", "H", "H", "N", "O", "O", "S"], "xyz": [[1.56, 0.78, 0.20], [0.40, 0.39, -0.80], [-2.46, -1.33, -0.14], [1.91, 1.09, 2.14], [2.45, -0.22, 0.43], [2.23, 1.82, -0.33], [-3.26, -1.99, -0.54], [-2.34, -1.06, 0.85], [-1.48, -0.94, -0.85], [0.83, 1.13, 1.50], [-0.71, 0.01, -0.12], [0.88, 0.31, -2.34]], "lowdin_charge": [-0.299, -0.867, 0.020, 0.238, 0.186, 0.172, 0.102, 0.062, 0.019, -0.233, -0.129, 0.729]}


--- b ---
{"formula": "C3H5NO2S", "method": "ωB97M-V with the def2-TZVPD basis set", "lumo_ev": -0.422, "smiles": "C[C@@H]1S[C@H]1[N+](=O)[O-]", "homo_lumo_gap_ev": 9.28, "species": ["C", "C", "S", "C", "N", "O", "O", "H", "H", "H", "H", "H"], "xyz": [[-0.03, 0.27, 0.84], [0.14, -0.86, -0.21], [1.84, -1.39, -0.64], [0.41, -0.56, -1.59], [0.01, -1.30, -2.76], [0.17, -0.74, -3.80], [-0.50, -2.37, -2.69], [0.87, 0.90, 0.84], [-0.10, -0.23, 1.78], [-0.88, 0.97, 0.62], [-0.50, -1.69, -0.05], [0.69, 0.39, -2.22]], "lowdin_charge": [-0.085, -0.585, 0.869, -0.402, -0.471, 0.071, 0.096, 0.074, 0.060, 0.095, 0.097, 0.179]}


Need the numbers? Relative energies in eV: a 2.194; b 0.000.


--- a ---
{"formula": "C4H13N3O", "method": "ωB97M-V with the def2-TZVPD basis set", "lumo_ev": 0.754, "smiles": "C[C@H](O)C(N)(N)CN", "homo_lumo_gap_ev": 8.73, "species": ["C", "C", "O", "C", "N", "N", "C", "N", "H", "H", "H", "H", "H", "H", "H", "H", "H", "H", "H", "H", "H"], "xyz": [[-2.05, 0.19, -0.75], [-1.02, -0.40, 0.17], [-1.63, -0.35, 1.74], [0.30, 0.24, 0.36], [0.98, -0.32, 1.47], [0.37, 1.67, 0.42], [0.97, -0.28, -1.21], [2.37, -0.51, -1.11], [-1.85, 1.20, -1.11], [-3.01, 0.26, -0.24], [-2.18, -0.45, -1.62], [-0.90, -1.48, 0.06], [-1.33, -1.14, 2.20], [1.76, 0.23, 1.80], [0.69, -1.29, 1.64], [-0.02, 2.01, 1.30], [-0.14, 2.11, -0.33], [0.50, -1.12, -1.72], [0.80, 0.61, -1.82], [2.58, -1.40, -0.68], [2.81, 0.22, -0.57]], "lowdin_charge": [-0.039, -0.259, -0.145, -0.587, 0.082, 0.096, -0.196, -0.022, 0.073, 0.087, 0.082, 0.129, 0.033, 0.093, 0.100, 0.092, 0.066, 0.100, 0.090, 0.062, 0.065]}


--- b ---
{"formula": "C4H13N3O", "method": "ωB97M-V with the def2-TZVPD basis set", "lumo_ev": 0.638, "smiles": "CC(O)=C(N)N.CN", "homo_lumo_gap_ev": 7.71, "species": ["C", "C", "O", "C", "N", "N", "H", "H", "H", "H", "H", "H", "H", "H", "C", "N", "H", "H", "H", "H", "H"], "xyz": [[0.92, 1.85, 0.10], [0.36, 0.71, 0.91], [-0.06, 1.12, 2.19], [0.84, -0.60, 0.80], [1.40, -1.11, -0.32], [0.57, -1.47, 1.82], [0.19, 2.15, -0.66], [1.11, 2.75, 0.69], [1.84, 1.63, -0.45], [0.53, 0.69, 2.83], [1.84, -2.02, -0.20], [1.68, -0.43, -1.02], [-0.27, -1.23, 2.33], [0.50, -2.43, 1.49], [-1.68, -0.08, -2.05], [-1.92, -0.42, -0.66], [-0.65, -0.33, -2.37], [-1.78, 1.00, -2.19], [-2.37, -0.57, -2.74], [-1.81, -1.43, -0.54], [-1.24, 0.21, 0.04]], "lowdin_charge": [-0.044, -0.397, -0.033, -0.455, 0.141, 0.121, 0.066, 0.081, 0.068, 0.095, 0.105, 0.093, 0.106, 0.096, -0.246, -0.105, 0.045, 0.062, 0.061, 0.041, 0.101]}


Need the numbers? Relative energies in eV: a 0.084; b 0.000.


--- a ---
{"formula": "C3H9N2O2", "method": "ωB97M-V with the def2-TZVPD basis set", "lumo_ev": -3.720, "homo_lumo_gap_ev": 9.58, "total_charge": 1, "species": ["C", "C", "C", "N", "N", "O", "O", "H", "H", "H", "H", "H", "H", "H", "H", "H"], "xyz": [[-1.63, 0.24, 1.94], [2.12, -0.42, -2.57], [0.65, -0.16, -0.33], [-2.31, 1.13, 1.42], [1.39, -0.73, -1.35], [-1.65, 0.16, 3.21], [0.25, -0.72, 0.60], [2.07, -1.20, -3.32], [1.75, 0.50, -2.93], [3.14, -0.16, -2.29], [0.55, 0.99, -0.56], [-2.11, 1.40, 0.47], [-2.63, 1.93, 1.94], [1.49, -1.74, -1.05], [-1.60, -0.67, 3.75], [-1.48, -0.55, 1.06]], "lowdin_charge": [-0.256, -0.066, -0.410, 0.247, -0.021, 0.197, 0.013, 0.096, 0.071, 0.090, 0.163, 0.151, 0.162, 0.165, 0.196, 0.202]}


--- b ---
{"formula": "C3H9N2O2", "method": "ωB97M-V with the def2-TZVPD basis set", "lumo_ev": -3.449, "homo_lumo_gap_ev": 9.35, "total_charge": 1, "species": ["C", "C", "N", "N", "H", "H", "H", "H", "H", "H", "H", "O", "C", "O", "H", "H"], "xyz": [[-1.81, -0.67, -0.40], [-0.79, -0.49, 0.46], [-0.16, 0.68, 0.67], [-2.45, -1.99, -0.50], [-2.14, 0.02, -1.17], [-0.52, -1.31, 1.12], [0.73, 0.66, 1.14], [-0.17, 1.39, -0.05], [-2.49, -2.33, -1.46], [-3.42, -1.93, -0.18], [-2.00, -2.71, 0.06], [2.10, 2.47, 1.08], [2.88, 2.04, 0.30], [2.78, 0.86, -0.34], [3.84, 2.55, 0.13], [3.61, 0.75, -0.85]], "lowdin_charge": [-0.112, -0.174, 0.115, 0.169, 0.121, 0.136, 0.080, 0.112, 0.171, 0.172, 0.164, 0.083, -0.382, 0.071, 0.147, 0.125]}


--- c ---
{"formula": "C3H9N2O2", "method": "ωB97M-V with the def2-TZVPD basis set", "lumo_ev": -3.750, "smiles": "C[C@H]([NH3+])[C@@]1(O)NO1", "homo_lumo_gap_ev": 10.45, "total_charge": 1, "species": ["C", "C", "N", "C", "O", "N", "O", "H", "H", "H", "H", "H", "H", "H", "H", "H"], "xyz": [[-1.49, -0.59, 0.69], [-0.11, -0.04, 0.64], [0.07, 1.46, 0.75], [0.52, -0.49, -0.64], [0.07, 0.46, -1.83], [1.88, -0.94, -0.55], [0.70, -1.79, -0.88], [-1.40, -1.61, 0.99], [-1.85, -0.56, -0.28], [-2.22, -0.04, 1.38], [0.57, -0.45, 1.33], [0.68, 1.63, -0.01], [0.40, 1.70, 1.69], [-0.81, 2.03, 0.80], [0.35, 0.17, -2.77], [2.65, -0.92, -1.33]], "lowdin_charge": [0.008, -0.257, 0.268, -0.528, -0.041, 0.140, 0.085, 0.106, 0.070, 0.133, 0.145, 0.140, 0.184, 0.208, 0.154, 0.184]}


--- d ---
{"formula": "C3H9N2O2", "method": "ωB97M-V with the def2-TZVPD basis set", "lumo_ev": -3.536, "homo_lumo_gap_ev": 10.91, "total_charge": 1, "species": ["C", "N", "C", "N", "H", "H", "H", "H", "H", "H", "H", "O", "C", "O", "H", "H"], "xyz": [[0.19, 0.32, -1.64], [1.68, -2.01, 0.80], [1.25, -1.45, -0.32], [0.61, -0.32, -0.39], [-0.76, 0.82, -1.46], [0.04, -0.44, -2.40], [0.92, 1.06, -1.96], [1.65, -1.50, 1.67], [2.43, -2.68, 0.73], [1.54, -1.91, -1.26], [0.63, 0.31, 0.41], [-1.28, 2.77, 0.54], [-2.01, 1.99, 1.06], [-1.56, 0.71, 1.26], [-3.02, 2.19, 1.42], [-2.31, 0.15, 1.54]], "lowdin_charge": [-0.008, 0.188, -0.136, 0.026, 0.085, 0.100, 0.107, 0.134, 0.135, 0.170, 0.152, 0.101, -0.355, 0.030, 0.149, 0.122]}


Need the numbers? Relative energies in eV: a 2.354; b 0.906; c 4.438; d 0.000.


--- a ---
{"formula": "C3H9N2O2", "method": "ωB97M-V with the def2-TZVPD basis set", "lumo_ev": -3.426, "smiles": "CCOC(=[NH2+])ON", "homo_lumo_gap_ev": 12.61, "total_charge": 1, "species": ["C", "C", "O", "C", "N", "O", "N", "H", "H", "H", "H", "H", "H", "H", "H", "H"], "xyz": [[-0.06, 1.77, 1.35], [1.06, 0.95, 0.90], [0.57, -0.43, 0.92], [0.00, -1.01, -0.04], [-0.55, -2.24, 0.07], [-0.14, -0.32, -1.13], [-0.58, -0.71, -2.57], [-0.99, 1.65, 0.68], [-0.36, 1.33, 2.33], [0.18, 2.87, 1.42], [1.76, 0.98, 1.73], [1.34, 1.22, -0.20], [-0.17, -2.92, 0.68], [-1.05, -2.80, -0.55], [0.27, -0.33, -2.95], [-1.27, 0.01, -2.64]], "lowdin_charge": [-0.084, -0.174, 0.094, -0.430, 0.280, -0.010, 0.234, 0.109, 0.104, 0.121, 0.143, 0.171, 0.128, 0.118, 0.099, 0.098]}


--- b ---
{"formula": "C3H9N2O2", "method": "ωB97M-V with the def2-TZVPD basis set", "lumo_ev": [-5.993, -4.629], "homo_lumo_gap_ev": [7.06, 9.59], "total_charge": 1, "species": ["C", "C", "C", "N", "N", "O", "O", "H", "H", "H", "H", "H", "H", "H", "H", "H"], "xyz": [[-0.03, -1.96, -0.28], [0.97, 1.74, -0.49], [-0.39, -0.94, 0.61], [-0.38, 1.52, -0.16], [-1.27, -1.25, 1.47], [-1.10, 1.50, -1.29], [1.87, 1.28, 0.47], [-0.41, -1.79, -1.30], [1.14, -1.94, -0.59], [-0.10, -2.94, 0.22], [1.30, 1.30, -1.39], [1.05, 2.74, -0.87], [-2.03, 1.69, -1.06], [-1.60, -2.19, 1.48], [-1.47, -0.73, 2.30], [2.43, 1.97, 0.89]], "lowdin_charge": [-0.067, -0.321, -0.065, 0.046, 0.199, 0.022, -0.016, 0.118, 0.165, 0.100, 0.119, 0.154, 0.148, 0.131, 0.140, 0.128]}


--- c ---
{"formula": "C3H9N2O2", "method": "ωB97M-V with the def2-TZVPD basis set", "lumo_ev": [-4.709, -6.123], "homo_lumo_gap_ev": [10.36, 8.08], "total_charge": 1, "species": ["C", "C", "C", "N", "N", "O", "O", "H", "H", "H", "H", "H", "H", "H", "H", "H"], "xyz": [[0.47, -1.20, -0.96], [-2.00, -0.01, 0.86], [-0.46, -0.30, 1.12], [1.93, 0.16, -2.60], [0.24, -0.29, -0.16], [0.13, 0.87, 1.73], [2.25, 1.16, -1.70], [0.21, -2.17, -0.97], [-2.32, 0.12, 1.88], [-2.75, -0.89, 0.69], [-2.13, 0.81, 0.14], [-0.14, -1.16, 1.77], [1.07, 0.43, -3.08], [0.68, 0.61, -0.23], [-0.23, 0.98, 2.64], [3.05, 0.91, -1.13]], "lowdin_charge": [0.265, 0.001, -0.338, 0.106, 0.044, -0.033, -0.092, 0.073, 0.065, 0.128, 0.095, 0.181, 0.068, 0.135, 0.137, 0.162]}


Need the numbers? Relative energies in eV: a 0.000; b 3.448; c 4.051.


--- a ---
{"formula": "C2H2IN", "method": "ωB97M-V with the def2-TZVPD basis set", "lumo_ev": [-4.726, -4.729], "homo_lumo_gap_ev": [3.75, 3.76], "species": ["C", "C", "N", "I", "H", "H"], "xyz": [[-0.12, 1.05, 0.93], [-0.29, 0.48, -0.27], [0.14, 1.50, 1.98], [0.92, -3.36, -1.01], [-0.93, -0.41, -0.45], [0.28, 0.75, -1.18]], "lowdin_charge": [-0.280, 0.110, 0.220, -0.185, 0.047, 0.088]}


--- b ---
{"formula": "C2H2IN", "method": "ωB97M-V with the def2-TZVPD basis set", "lumo_ev": -0.314, "homo_lumo_gap_ev": 8.95, "species": ["C", "C", "N", "I", "H", "H"], "xyz": [[0.61, -0.39, -0.67], [-0.27, 0.09, 0.33], [0.34, -1.22, 0.25], [-2.31, 0.51, 0.14], [1.15, -0.24, -1.58], [0.48, 1.26, 1.52]], "lowdin_charge": [-0.193, -0.917, 0.101, 0.731, 0.107, 0.170]}


Need the numbers? Relative energies in eV: a 0.000; b 0.756.


--- a ---
{"formula": "C4H12N2S", "method": "ωB97M-V with the def2-TZVPD basis set", "lumo_ev": -0.611, "homo_lumo_gap_ev": 8.34, "species": ["C", "N", "C", "C", "S", "C", "N", "H", "H", "H", "H", "H", "H", "H", "H", "H", "H", "H", "H"], "xyz": [[-1.72, 0.63, -0.26], [-0.46, -0.10, -0.32], [0.55, 0.52, 0.54], [1.79, -0.29, 0.80], [1.47, -1.98, 1.53], [-1.70, 1.77, -1.29], [-1.35, 1.19, -2.61], [-1.80, 1.20, 0.70], [-2.53, -0.04, -0.62], [-0.11, -1.15, 2.14], [0.84, 1.57, 0.27], [0.15, 0.79, 1.52], [2.27, 0.17, 1.67], [2.40, -0.42, -0.07], [-2.64, 2.27, -1.51], [-0.94, 2.51, -0.98], [-1.00, 1.87, -3.30], [-0.59, -1.00, 0.16], [-0.53, 0.53, -2.38]], "lowdin_charge": [-0.238, -0.100, -0.389, -0.581, 0.579, -0.300, -0.045, 0.117, 0.127, 0.119, 0.129, 0.078, 0.056, 0.063, 0.104, 0.096, 0.055, 0.052, 0.078]}


--- b ---
{"formula": "C4H12N2S", "method": "ωB97M-V with the def2-TZVPD basis set", "lumo_ev": 0.897, "smiles": "C[C@@H](CS)NCN", "homo_lumo_gap_ev": 9.11, "species": ["C", "C", "C", "S", "N", "C", "N", "H", "H", "H", "H", "H", "H", "H", "H", "H", "H", "H", "H"], "xyz": [[0.77, 2.03, 0.34], [0.18, 0.65, 0.36], [-0.40, 0.23, -1.04], [-2.13, 0.92, -1.09], [1.21, -0.40, 0.63], [0.72, -1.65, 1.16], [1.62, -2.73, 0.79], [0.12, 2.69, -0.26], [1.67, 1.99, -0.30], [1.02, 2.34, 1.34], [-0.61, 0.49, 1.09], [-0.09, -0.81, -1.24], [0.07, 0.82, -1.84], [-1.78, 2.08, -1.62], [1.92, -0.55, -0.07], [-0.32, -1.76, 0.77], [0.66, -1.67, 2.25], [1.59, -2.98, -0.19], [1.56, -3.57, 1.35]], "lowdin_charge": [-0.071, -0.482, -0.491, 0.694, -0.072, -0.344, 0.007, 0.065, 0.087, 0.080, 0.112, 0.079, 0.060, -0.171, 0.102, 0.108, 0.113, 0.062, 0.061]}


--- c ---
{"formula": "C4H12N2S", "method": "ωB97M-V with the def2-TZVPD basis set", "lumo_ev": 1.029, "smiles": "NCNCCCS", "homo_lumo_gap_ev": 9.84, "species": ["N", "C", "N", "C", "C", "C", "S", "H", "H", "H", "H", "H", "H", "H", "H", "H", "H", "H", "H"], "xyz": [[-2.50, -0.11, 2.04], [-3.04, 0.21, 0.64], [-1.91, 0.73, -0.13], [-1.01, -0.29, -0.71], [0.46, 0.41, -0.87], [1.56, -0.12, 0.14], [3.29, -0.35, -0.62], [-2.51, 0.61, 2.68], [-2.94, -0.98, 2.47], [-3.59, -0.62, 0.21], [-3.71, 1.13, 0.65], [-1.29, 1.37, 0.41], [-0.84, -1.16, -0.02], [-1.44, -0.68, -1.71], [0.79, 0.31, -1.97], [0.19, 1.49, -1.06], [1.75, 0.62, 0.97], [1.14, -1.12, 0.37], [2.86, -1.01, -1.63]], "lowdin_charge": [0.000, -0.266, -0.130, -0.243, -0.252, -0.496, 0.649, 0.003, 0.088, 0.103, 0.110, 0.106, 0.091, 0.124, 0.099, 0.102, 0.072, 0.054, -0.212]}


Need the numbers? Relative energies in eV: a 1.884; b 0.000; c 0.917.